(1)
56
Properties=species:S:1:pos:R:3:nbo_charge:R:1 method="wB97M-V/def2-TZVPD" de_lowest_kj_mol=90.7 max_force_ev_per_a=0.780 orbital_gap_ev=9.02 smiles="COc1ccc(N(C(=O)c2ccn[nH]2)[C@H](C(=O)NC(C)(C)C)c2ccc(F)cc2)cc1" total_energy_ha=-1436.08608
F -6.30 0.07 2.03 -0.33
O -1.16 2.28 -0.18 -0.62
O 3.49 0.03 2.88 -0.49
O -1.38 -2.26 -2.44 -0.62
N 0.50 -5.55 -1.06 -0.23
N -0.65 -1.06 -0.67 -0.47
N 0.02 -4.49 -1.68 -0.29
N 0.27 1.40 -1.70 -0.63
C 0.32 -3.84 0.39 -0.29
C 1.84 2.74 -0.39 -0.63
C 0.09 -0.17 1.48 -0.24
C 2.70 -0.85 0.86 -0.25
C 2.33 2.05 -2.75 -0.61
C -4.27 -0.99 1.48 -0.27
C -3.75 1.04 -0.34 -0.17
C 1.69 -1.13 -0.03 -0.22
C 1.10 0.12 2.37 -0.29
C -1.57 0.03 -1.00 -0.19
C -5.16 0.05 1.31 0.39
C 0.54 3.75 -2.29 -0.62
C -2.83 0.01 -0.17 0.03
C -0.75 -2.21 -1.40 0.66
C 0.37 -0.81 0.28 0.19
C 2.42 -0.22 2.08 0.31
C 0.69 -5.17 0.20 -0.07
C -0.81 1.37 -0.90 0.70
C -0.11 -3.41 -0.86 -0.01
C -3.10 -1.00 0.74 -0.23
C 1.24 2.49 -1.78 0.13
C 3.27 0.69 4.10 -0.25
C -4.92 1.07 0.40 -0.28
H 1.92 -1.60 -0.97 0.22
H -3.55 1.83 -1.04 0.22
H 2.82 1.15 -2.39 0.21
H 1.09 -5.86 0.92 0.21
H 2.84 1.69 3.95 0.18
H 4.26 0.79 4.55 0.20
H 3.72 -1.10 0.63 0.23
H 0.85 0.62 3.29 0.23
H 1.25 4.57 -2.37 0.21
H 2.34 1.85 -0.03 0.21
H -0.25 4.03 -1.61 0.24
H 2.63 0.11 4.76 0.18
H -0.26 -4.52 -2.65 0.43
H -2.41 -1.82 0.86 0.22
H 0.36 -3.27 1.30 0.24
H 0.11 3.57 -3.27 0.21
H 2.56 3.55 -0.44 0.21
H 1.05 3.01 0.30 0.24
H -4.49 -1.78 2.18 0.23
H 1.91 1.85 -3.74 0.21
H -5.63 1.87 0.29 0.23
H 3.08 2.83 -2.86 0.22
H 0.46 0.59 -2.27 0.40
H -0.93 0.10 1.72 0.24
H -1.86 -0.12 -2.05 0.27



(2)
31
Properties=species:S:1:pos:R:3:nbo_charge:R:1 method="wB97M-V/def2-TZVPD" de_lowest_kj_mol=354.1 max_force_ev_per_a=5.081 orbital_gap_ev=7.96 charge=+1 total_energy_ha=-484.51255
O 0.18 -1.24 -1.42 -0.77
N 2.37 -0.19 -1.16 -0.72
C 1.92 1.38 0.54 -0.68
C 1.48 0.06 0.00 0.06
C -1.16 1.98 0.30 -0.59
C -1.33 0.49 -0.15 -0.12
C -1.43 -0.54 0.96 -0.13
C -2.33 0.52 -1.29 -0.62
C 0.06 -0.12 -0.50 0.27
C -1.96 -1.86 0.75 -0.70
C 1.94 -1.08 1.03 -0.64
H -2.11 2.30 0.63 0.23
H -1.33 -0.19 1.97 0.23
H -0.41 1.93 1.14 0.20
H 2.40 0.56 -1.88 0.45
H -1.20 -2.80 0.98 0.23
H -0.62 -1.74 -1.21 0.51
H 1.42 1.89 1.47 0.27
H -0.79 2.80 -0.46 0.23
H 1.65 2.17 -0.22 0.23
H 2.03 -1.09 -1.74 0.49
H -1.93 1.21 -2.06 0.23
H -2.59 -0.47 -1.86 0.22
H 3.05 1.57 0.65 0.25
H -2.30 -2.04 -0.25 0.21
H 2.97 -0.89 1.53 0.24
H -2.90 -2.10 1.38 0.28
H 1.15 -0.81 1.88 0.25
H 3.28 -0.51 -0.75 0.45
H 1.80 -2.02 0.61 0.22
H -3.31 0.84 -0.87 0.24



(3)
17
Properties=species:S:1:pos:R:3:nbo_charge:R:1 method="wB97M-V/def2-TZVPD" de_lowest_kj_mol=561.3 max_force_ev_per_a=4.208 orbital_gap_ev="7.63 / 7.63" charge=+1 total_energy_ha=-434.38228
O 3.93 1.22 0.13 -0.20
N 0.23 -1.48 -0.10 -0.41
N 3.22 0.30 0.12 0.32
N -1.61 -0.39 0.51 -0.33
C 2.27 -0.40 0.09 0.03
C -0.05 0.92 -0.93 -0.74
C -0.53 -0.26 -0.15 0.37
C -2.60 0.54 0.82 -0.47
C 1.55 -1.62 -0.05 0.17
H 0.68 0.46 -1.64 0.23
H 0.54 1.84 -0.41 0.28
H -0.14 -2.33 0.24 0.45
H 2.21 -2.47 0.06 0.29
H -2.39 1.63 0.77 0.21
H -3.50 0.33 0.21 0.25
H -0.91 1.45 -1.61 0.29
H -2.92 0.27 1.94 0.25



(4)
11
Properties=species:S:1:pos:R:3:nbo_charge:R:1 method="wB97M-V/def2-TZVPD" de_lowest_kj_mol=445.9 max_force_ev_per_a=1.277 orbital_gap_ev=8.87 total_energy_ha=-285.24475
O 2.09 -0.40 -0.92 -0.39
N -0.44 -1.58 0.07 -0.63
C 1.71 0.43 -0.23 0.89
C 1.27 1.48 0.55 -0.61
C -1.56 -1.14 -0.33 -0.04
C 0.01 1.75 0.05 -0.26
H -2.42 -1.78 -0.59 0.14
H -0.42 2.61 0.58 0.14
H -1.67 -0.06 -0.43 0.19
H 1.92 1.90 1.31 0.22
H -0.45 -2.61 0.11 0.33



(5)
76
Properties=species:S:1:pos:R:3:lowdin_spin:R:1 method="wB97M-V/def2-TZVPD" max_force_ev_per_a=4.879 multiplicity=2 orbital_gap_ev="2.97 / 5.54" s_squared=0.7999 charge=-2 total_energy_ha=-5470.94221
Hg -0.41 0.82 1.60 0.02
Te -0.30 -1.13 -0.22 0.01
Cl -4.75 6.76 1.43 0.00
Cl -5.73 5.63 4.23 0.00
Cl -3.82 0.79 2.83 0.00
Cl -2.81 5.07 -0.31 0.00
Cl -5.16 2.71 4.94 0.00
S -0.36 2.16 3.69 0.05
Si 0.95 -0.09 -2.17 0.00
Si 0.79 -1.72 -3.87 0.00
Si -0.22 2.03 -2.57 0.00
Si 3.12 0.17 -1.31 0.00
O -2.53 2.25 0.59 0.00
N -1.15 -2.96 1.98 0.07
N 0.93 1.52 5.80 0.08
N -0.03 -1.12 3.70 0.16
N 0.37 -0.39 4.69 -0.07
C -3.99 2.45 2.55 0.00
C 0.10 -4.74 3.09 0.06
C 0.27 -2.90 5.37 0.02
C -0.04 -2.43 4.02 0.10
C -4.37 5.14 1.89 0.00
C -2.07 1.71 -2.60 0.00
C -1.17 -5.20 1.10 0.12
C 1.56 -3.46 -3.44 0.00
C -4.94 4.62 3.06 0.00
C 0.56 2.72 -4.16 0.00
C 0.24 3.25 -1.22 0.00
C -0.40 -5.66 2.19 0.03
C 3.24 1.10 0.32 0.00
C -0.35 -3.39 2.94 0.10
C 1.68 -1.01 -5.43 0.00
C -3.52 4.38 1.08 0.00
C -4.73 3.28 3.39 0.00
C -3.30 2.94 1.32 0.00
C 3.97 1.19 -2.68 0.00
C -1.12 -1.91 -4.19 0.00
C -1.63 -3.85 1.12 0.01
C 3.90 -1.58 -1.18 0.00
C 0.35 0.97 4.70 0.19
H 0.18 -2.06 6.06 0.00
H 2.58 -0.40 -5.18 0.00
H 1.08 -0.33 -6.01 0.00
H 0.19 4.20 -1.65 0.00
H -0.28 -6.74 2.37 0.00
H 1.30 3.13 -0.94 0.00
H 1.36 2.44 5.63 0.01
H 4.90 -1.44 -0.72 0.00
H 0.39 3.79 -4.06 0.00
H 4.13 1.75 0.33 0.00
H -1.16 -2.62 -4.98 0.00
H 2.38 1.73 0.64 0.00
H 1.16 -4.00 -2.57 0.00
H -0.42 3.29 -0.34 0.00
H -2.60 2.66 -2.68 0.00
H 1.91 -1.84 -6.08 0.00
H 1.60 2.47 -4.30 0.00
H 4.34 0.60 -3.49 0.00
H 3.42 0.40 1.13 0.00
H 1.30 -3.31 5.49 0.01
H -1.54 -0.93 -4.45 0.00
H -2.31 1.08 -3.47 0.00
H -1.54 -5.93 0.31 0.01
H 3.27 -2.28 -0.59 0.00
H -0.39 -3.72 5.64 0.00
H 1.27 -4.02 -4.31 0.00
H -2.34 -3.45 0.41 0.00
H 2.65 -3.47 -3.44 0.00
H -2.37 1.20 -1.67 0.00
H 4.00 -1.97 -2.21 0.00
H -1.59 -2.37 -3.29 0.00
H -0.06 2.40 -5.02 0.00
H 1.37 0.92 6.49 0.01
H 4.73 1.77 -2.16 0.00
H 0.68 -5.01 3.92 0.01
H 3.26 1.93 -3.08 0.00



(6)
9
Properties=species:S:1:pos:R:3:lowdin_spin:R:1 method="wB97M-V/def2-TZVPD" de_lowest_kj_mol=562.3 max_force_ev_per_a=9.931 multiplicity=3 orbital_gap_ev="8.17 / 7.61" s_squared=2.0082 charge=+1 total_energy_ha=-246.04000
O -1.13 -1.15 -0.01 0.13
N -1.19 1.32 0.02 0.40
C 0.27 0.96 0.00 0.47
C 0.27 -1.05 -0.01 0.75
C -1.13 0.12 0.01 0.13
H 0.65 -1.25 0.88 0.05
H 0.73 1.34 0.87 0.01
H 0.80 1.20 -0.89 0.03
H 0.72 -1.48 -0.87 0.03



(7)
17
Properties=species:S:1:pos:R:3:nbo_charge:R:1 method="wB97M-V/def2-TZVPD" de_lowest_kj_mol=388.2 max_force_ev_per_a=0.295 orbital_gap_ev=9.55 total_energy_ha=-309.69453
O -0.42 0.04 0.97 -0.52
C 1.63 -0.74 0.03 -0.28
C 0.33 -0.88 0.30 0.12
C -2.44 -0.97 -0.21 -0.21
C 2.51 0.42 0.37 -0.65
C -2.38 0.26 -0.63 -0.18
C -1.82 0.00 0.71 0.05
H -0.24 2.04 -1.30 -0.02
H -0.20 -1.78 0.01 0.17
H 2.75 1.02 -0.52 0.21
H -2.56 0.99 -1.41 0.23
H 3.46 0.07 0.78 0.22
H 2.04 1.08 1.10 0.22
H 2.08 -1.58 -0.50 0.20
H -2.32 0.35 1.62 0.18
H 0.27 1.68 -0.90 0.01
H -2.71 -1.99 -0.41 0.23



(8)
24
Properties=species:S:1:pos:R:3:nbo_charge:R:1 method="wB97M-V/def2-TZVPD" de_lowest_kj_mol=565.0 max_force_ev_per_a=4.171 orbital_gap_ev="7.40 / 7.24" total_energy_ha=-728.37234
S -0.21 -0.82 -1.21 1.18
N 1.05 0.18 0.44 -0.50
C -0.59 -0.01 -2.65 -0.87
C 1.16 -2.00 -1.37 -0.76
C 0.01 2.12 1.42 -0.43
C -1.57 -1.80 -0.83 -0.92
C 0.30 -0.22 1.62 -0.29
C 1.00 1.62 0.36 -0.27
C -0.81 0.83 1.72 -0.41
H 0.07 0.59 -3.29 0.23
H -2.26 -1.20 -0.09 0.21
H 0.60 2.42 2.26 0.20
H -0.59 2.91 0.87 0.21
H 0.66 2.03 -0.61 0.21
H 1.81 -1.94 -0.53 0.27
H 1.73 -1.68 -2.30 0.25
H -1.26 0.73 2.73 0.21
H -1.64 0.76 0.92 0.20
H -0.98 -2.56 -0.07 0.18
H -0.23 -1.15 1.42 0.21
H 2.00 1.97 0.73 0.20
H 0.78 -0.30 2.58 0.20
H 0.55 -2.98 -1.51 0.26
H -1.59 0.50 -2.62 0.24